# C3H16NO3

4 unconnected molecules or ions with the total composition C3H16NO3 (the ωB97M-V functional and the def2-TZVPD basis, the Open Molecules 2025 dataset).

Cartesian coordinates (Å):
C (2.9104, -0.5686, 0.4805)
C (2.2064, 0.6743, 0.0523)
N (0.7592, 0.4333, -0.2971)
C (0.1686, 1.5875, -0.9934)
H (2.8838, -1.4085, -0.2202)
H (3.9409, -0.2811, 0.6810)
H (2.4554, -1.0156, 1.3689)
H (2.2163, 1.4274, 0.8372)
H (2.6507, 1.1231, -0.8299)
H (0.0986, 0.0940, 0.4128)
H (0.7697, -0.3494, -0.9896)
H (-0.7201, 1.3104, -1.5684)
H (0.8519, 2.1160, -1.6438)
H (-0.3109, 2.2784, -0.2947)
H (-2.2477, 0.1720, 0.6916)
H (-2.2108, -0.9407, 1.6741)
O (-1.7438, -0.6326, 0.8812)
H (-0.2113, -2.1514, -1.7640)
H (-0.1137, -1.3601, -3.0656)
O (-0.3260, -1.2656, -2.1447)
H (-4.7384, -0.1146, 2.9350)
H (-4.9695, -0.4993, 1.5580)
O (-4.3199, -0.6290, 2.2389)

Cartesian forces (eV/Å) of the 2 atoms listed first:
C -0.0443 -0.8280 0.4397
C -0.8266 0.3295 0.4909

Output
electronic energy: -404.14538 hartree
highest occupied orbital energy: -14.82 eV
charge: +1
energy above the lowest of the compared OMol25 structures with the same formula, charge and spin: 0.509 eV
F_max: 2.13 eV/Å
orbital gap: 12.11 eV

The Löwdin scheme yields these atomic charges, measured in e: C -0.07; C -0.19; N -0.02; C -0.03; H 0.09; H 0.10; H 0.09; H 0.14; H 0.13; H 0.13; H 0.12; H 0.10; H 0.10; H 0.11; H 0.05; H 0.04; O -0.06; H 0.08; H 0.06; O -0.03; H 0.06; H 0.04; O -0.03

---

# C3H12N2O2

3 unconnected molecules or ions with the total composition C3H12N2O2 (the ωB97M-V functional and the def2-TZVPD basis, the Open Molecules 2025 dataset).

Cartesian coordinates (Å):
C (-1.2537, 1.2222, 0.1207)
C (0.1730, 1.0240, 0.4399)
C (0.7848, -0.1355, 0.8611)
N (2.1160, -0.4217, 0.8753)
N (1.0422, 2.1146, 0.0386)
H (-1.5840, 2.2273, 0.3273)
H (-1.8537, 0.2671, 0.4679)
H (-1.3115, 1.3690, -1.0259)
H (0.2105, -0.9369, 1.2450)
H (2.3441, -1.3725, 0.5667)
H (2.6622, 0.4035, 0.6100)
H (2.0837, 1.9021, 0.0117)
H (0.5684, 2.6206, -0.7532)
H (-2.3441, 0.0913, 3.9507)
H (-1.1406, 0.6677, 3.2895)
O (-1.6054, -0.1552, 3.3291)
H (-1.3994, -2.9594, -4.4868)
H (-0.6038, -3.8891, -5.2537)
O (-0.6402, -2.9580, -5.0637)

Cartesian forces (eV/Å) of the 2 atoms listed first:
C -0.5298 -1.5941 -1.6381
C 3.2782 -1.1433 0.1972

Output
SMILES string: C/C(N)=C/N.O.O
electronic energy: -381.42814 hartree
highest occupied orbital energy: -6.85 eV
charge: 0
energy above the lowest of the compared OMol25 structures with the same formula, charge and spin: 2.361 eV
F_max: 3.48 eV/Å
orbital gap: 7.63 eV

The Löwdin scheme yields these atomic charges, measured in e: C -0.10; C -0.43; C -0.22; N 0.03; N 0.03; H 0.05; H 0.12; H 0.09; H 0.09; H 0.10; H 0.06; H 0.08; H 0.09; H 0.06; H 0.01; O -0.07; H 0.03; H 0.02; O -0.05

---

# C5H16N3

2 unconnected molecules or ions with the total composition C5H16N3 (the ωB97M-V functional and the def2-TZVPD basis, the Open Molecules 2025 dataset).

Cartesian coordinates (Å):
C (-0.2125, -1.1457, -2.0414)
C (0.9982, -1.4891, -2.8927)
C (-0.9006, 0.6996, -0.5703)
N (-0.0055, 0.1766, -1.4094)
N (-1.8569, -0.0313, -0.0514)
N (-0.7995, 2.0187, -0.2140)
H (-1.0843, -1.1003, -2.6906)
H (-0.2761, -1.8604, -1.2244)
H (1.8557, -1.8090, -2.3006)
H (1.3690, -0.6724, -3.5100)
H (0.6711, 0.7979, -1.7976)
H (-1.9299, -1.0389, -0.0900)
H (-2.4586, 0.3205, 0.6613)
H (-0.1575, 2.5349, -0.7992)
H (-0.5853, 2.2263, 0.7458)
H (0.7553, -2.3041, -3.5684)
C (0.9751, -0.1551, 2.3148)
C (0.1113, 0.8470, 3.0986)
H (1.9026, -0.3541, 2.8602)
H (0.4897, -1.1322, 2.2519)
H (1.3242, 0.1774, 1.3428)
H (-0.8497, 0.9846, 2.6144)
H (0.6743, 1.7828, 3.1415)
H (-0.0100, 0.5264, 4.1286)

Cartesian forces (eV/Å) of the 2 atoms listed first:
C 1.0336 0.6608 -0.2422
C 0.5177 -0.3081 -0.0122

Output
electronic energy: -364.16116 hartree
highest occupied orbital energy: -15.01 eV
charge: +1
energy above the lowest of the compared OMol25 structures with the same formula, charge and spin: 0.386 eV
F_max: 1.61 eV/Å
orbital gap: 12.12 eV

The Löwdin scheme yields these atomic charges, measured in e: C -0.20; C -0.07; C -0.44; N 0.10; N 0.24; N 0.19; H 0.13; H 0.12; H 0.09; H 0.08; H 0.15; H 0.13; H 0.13; H 0.12; H 0.10; H 0.09; C -0.17; C -0.16; H 0.07; H 0.06; H 0.04; H 0.03; H 0.07; H 0.07

---

> The highest orbital gap belongs to which entry?

C5H16N3